{"formula": "C22H26N8O2S", "method": "wB97M-V/def2-TZVPD", "charge": 0, "homo_energy_ev": -7.5, "smiles": "Cc1ccc(/C=C/c2[nH]c3nc(N)nc(N)c3c2C#N)cc1.CNC(=O)[C@H](CS)NC(C)=O", "homo_lumo_gap_ev": 7.26, "species": ["C", "C", "C", "C", "C", "C", "C", "C", "N", "C", "N", "C", "N", "N", "C", "N", "C", "C", "C", "N", "C", "C", "H", "H", "H", "H", "H", "H", "H", "H", "H", "H", "H", "H", "H", "H", "C", "N", "C", "O", "C", "C", "S", "N", "C", "C", "O", "H", "H", "H", "H", "H", "H", "H", "H", "H", "H", "H", "H"], "xyz": [[3.822194, 1.109283, 2.619260], [3.189015, 0.563556, 1.369342], [3.455136, 1.141315, 0.122984], [2.841558, 0.647962, -1.032848], [1.939732, -0.429146, -0.961010], [1.204411, -0.940822, -2.123444], [1.086264, -0.265627, -3.318699], [0.206485, -0.711239, -4.395267], [-0.503853, -1.907112, -4.471003], [-1.297630, -1.929533, -5.593089], [-2.132996, -2.869521, -5.999314], [-2.743590, -2.592350, -7.130157], [-3.628889, -3.487734, -7.544861], [-2.679501, -1.500103, -7.851316], [-1.851625, -0.599068, -7.389925], [-1.791881, 0.515094, -8.142264], [-1.101391, -0.756153, -6.260938], [-0.127810, 0.025923, -5.508935], [0.347905, 1.329383, -5.861342], [0.730661, 2.382195, -6.182400], [1.695303, -1.014681, 0.288545], [2.314142, -0.525147, 1.441153], [3.145564, 1.820283, 3.102290], [4.040362, 0.299924, 3.323004], [4.760847, 1.620969, 2.386405], [4.135838, 1.984155, 0.049624], [3.074076, 1.127496, -1.976809], [0.652001, -1.865278, -1.995631], [1.591456, 0.684709, -3.452841], [-0.473853, -2.663378, -3.797131], [-3.945134, -4.064041, -6.779050], [-4.316012, -3.057227, -8.146362], [-0.944154, 1.062077, -8.039611], [-2.171595, 0.368719, -9.069219], [1.009695, -1.851261, 0.377787], [2.116640, -0.996564, 2.398818], [-2.900006, -0.887305, 6.689960], [-1.886308, -0.281909, 5.827262], [-1.998512, 0.928550, 5.260513], [-2.989134, 1.626379, 5.431430], [-0.853379, 1.433463, 4.355482], [-1.381246, 1.760238, 2.949090], [-0.046346, 2.365425, 1.874720], [0.256330, 0.477175, 4.235784], [1.221859, 0.241646, 5.123012], [1.345873, 1.107114, 6.361009], [2.001046, -0.680312, 4.951074], [-2.454164, -1.669615, 7.305484], [-3.694884, -1.318773, 6.078990], [-3.336971, -0.127862, 7.342477], [-1.051131, -0.813748, 5.631569], [-0.486842, 2.360460, 4.797128], [-1.815138, 0.861541, 2.507473], [-2.166668, 2.516182, 3.019989], [0.112733, 3.563023, 2.448202], [0.313187, -0.052712, 3.379626], [1.603501, 2.121711, 6.063403], [2.142308, 0.707082, 6.987833], [0.414524, 1.105188, 6.922747]], "forces_ev_per_a": [[0.2076, -0.1761, -0.0370], [0.0114, -0.0678, -0.0471], [-0.5468, -0.5212, -0.2751], [0.0155, 0.0164, 0.5958], [0.0725, -0.0563, 0.1129], [-0.0316, 1.4637, -1.8416], [-0.3534, -1.6673, 1.6897], [0.1370, 0.3327, -0.2822], [0.1152, -0.3585, 0.6107], [0.1895, -0.2159, 0.4188], [0.8166, -0.8534, 1.3063], [-0.1601, 0.0756, 0.9902], [-1.4561, -1.4390, -0.5684], [0.1235, 0.1386, -0.3563], [-0.1350, 1.3388, -1.7891], [0.6161, 0.9199, -0.3288], [1.3559, 1.0480, 1.1109], [-0.4166, 0.0565, -0.4786], [0.4847, 0.9115, -0.1343], [-0.5512, -1.4570, 0.4161], [0.3964, 0.4106, 0.3207], [-0.0618, 0.0584, -0.5807], [0.0485, -0.0236, 0.0431], [-0.1185, 0.1917, -0.0172], [-0.1538, 0.0145, 0.0545], [-0.0347, -0.1029, 0.0221], [-0.0582, -0.1321, -0.0037], [0.0376, -0.0231, 0.1281], [-0.1617, -0.0908, -0.1671], [0.0528, 0.3098, -0.2306], [-0.2453, -0.2101, -0.3758], [-0.1630, -0.4676, 0.0308], [-0.3931, 0.1503, -0.3096], [0.1931, 0.3391, 0.1406], [0.0334, 0.0127, -0.1207], [0.1198, 0.0379, 0.0071], [-0.0584, 0.3896, -0.2459], [0.7664, -0.7522, 0.2026], [-0.9043, 0.4826, -0.0164], [0.3148, 0.1294, -0.1605], [0.4481, -0.6545, 0.0085], [0.0434, 0.3956, 0.5313], [-0.1020, -0.1846, -0.3902], [-1.6399, 0.8756, -0.4505], [1.1664, -0.4423, 1.0933], [-0.1268, -0.0855, -0.2556], [0.3295, -0.3333, -0.2194], [0.0815, 0.1160, -0.1622], [-0.0484, -0.0032, 0.1181], [0.0737, -0.0607, -0.1481], [-0.1552, 0.0324, -0.0112], [-0.0236, 0.0112, 0.1105], [0.1197, 0.0580, -0.2068], [0.0708, -0.2634, 0.0412], [-0.1190, 0.0499, 0.1228], [0.0740, -0.0898, -0.0001], [-0.1021, 0.1761, 0.0946], [-0.1036, -0.0173, -0.1852], [-0.0910, 0.2064, 0.0744]]}

{"formula": "C22H26O5", "method": "wB97M-V/def2-TZVPD", "charge": 0, "e_above_lowest_kj_mol": 56.6, "homo_energy_ev": -8.8, "smiles": "C#Cc1ccc([C@H]2C=C(C(=O)OCC=C)O[C@@H](OCC)[C@@H]2CCCO)cc1", "homo_lumo_gap_ev": 9.48, "species": ["C", "C", "C", "C", "C", "C", "C", "C", "C", "C", "O", "O", "C", "C", "C", "O", "C", "O", "C", "C", "C", "C", "C", "C", "O", "C", "C", "H", "H", "H", "H", "H", "H", "H", "H", "H", "H", "H", "H", "H", "H", "H", "H", "H", "H", "H", "H", "H", "H", "H", "H", "H", "H"], "xyz": [[-7.274296, -2.685328, -0.903767], [-6.179586, -2.331113, -0.561263], [-4.888778, -1.915200, -0.155727], [-4.704672, -1.294326, 1.078763], [-3.442493, -0.891575, 1.469012], [-2.342732, -1.096031, 0.644486], [-0.969015, -0.650806, 1.063808], [0.048709, -1.741038, 0.929304], [1.337302, -1.400613, 1.002727], [2.439441, -2.378832, 0.839930], [2.267940, -3.567014, 0.714116], [3.632082, -1.778647, 0.843254], [4.764692, -2.599340, 0.596658], [5.115061, -2.686992, -0.860043], [4.456483, -2.091695, -1.834997], [1.700840, -0.101787, 1.240842], [0.989342, 0.881869, 0.512467], [1.605590, 1.099502, -0.727665], [2.962529, 1.524416, -0.675902], [3.115578, 3.009950, -0.361154], [-0.484735, 0.547874, 0.212578], [-1.377667, 1.773674, 0.410281], [-1.138019, 2.841468, -0.656812], [-1.733406, 4.186912, -0.238914], [-1.119047, 4.714988, 0.912926], [-2.531719, -1.716960, -0.585935], [-3.787841, -2.124176, -0.986490], [-8.230980, -2.993964, -1.203722], [-5.554967, -1.133054, 1.725016], [-3.308715, -0.412361, 2.428591], [-0.994606, -0.323320, 2.111841], [-0.245144, -2.760974, 0.753309], [4.570770, -3.608324, 0.984185], [5.590574, -2.150345, 1.157921], [5.979306, -3.305670, -1.058681], [4.751506, -2.199973, -2.863986], [3.593956, -1.474316, -1.645865], [1.067257, 1.776095, 1.151343], [3.351771, 1.314229, -1.675146], [3.508996, 0.919034, 0.055636], [4.164142, 3.284874, -0.431819], [2.769275, 3.234578, 0.645054], [2.548020, 3.605140, -1.073362], [-0.521265, 0.250518, -0.840738], [-2.423622, 1.462885, 0.373324], [-1.193528, 2.206442, 1.396731], [-1.585586, 2.530187, -1.601428], [-0.064906, 2.958894, -0.822400], [-1.658724, 4.900613, -1.072419], [-2.787553, 4.069983, 0.022377], [-0.176209, 4.812943, 0.737202], [-1.683166, -1.885893, -1.233178], [-3.928181, -2.607424, -1.942256]], "forces_ev_per_a": [[0.6070, 0.2022, 0.1865], [-0.7910, -0.2633, -0.2448], [0.4912, 0.1791, 0.1808], [-0.0331, -0.0333, -0.0776], [0.0875, -0.0137, -0.0471], [-0.0507, -0.0145, 0.1429], [0.2448, 0.1349, -0.1419], [0.5625, 0.1712, 0.1160], [-0.5762, 0.0626, -0.0657], [-0.1654, -0.5187, -0.0474], [0.0370, 0.2747, 0.0298], [0.1117, 0.3664, -0.0167], [0.2032, -0.4466, 0.0153], [-0.1037, 0.0627, 0.3436], [-0.0033, 0.0265, -0.0850], [-0.0293, -0.2975, 0.2172], [-0.1813, 0.4057, -0.2392], [-0.1723, -0.0856, 0.0077], [0.2497, 0.1622, 0.0678], [-0.2106, -0.3948, -0.0893], [-0.0550, 0.0585, 0.2412], [0.2173, -0.0246, -0.2879], [-0.2690, 0.2432, 0.4825], [-0.0249, -0.2161, -0.5815], [0.3227, 0.1397, 0.4067], [0.0114, 0.0461, 0.0745], [-0.0360, 0.0211, 0.0184], [-0.5223, -0.1702, -0.1631], [-0.0552, -0.0020, 0.0210], [0.0332, 0.0446, 0.0858], [-0.0458, -0.0193, -0.0164], [0.0706, -0.1895, -0.0257], [0.1042, 0.2124, -0.0198], [-0.1384, -0.0662, -0.0414], [0.1135, -0.0651, -0.1153], [0.1107, -0.0657, -0.1778], [-0.1787, 0.1135, 0.1006], [-0.0129, -0.1584, -0.1223], [0.0458, -0.0176, 0.1418], [-0.0108, 0.0081, -0.1690], [0.1193, 0.0787, 0.0248], [-0.0001, 0.0858, 0.1073], [-0.0266, 0.0903, -0.0564], [0.0061, -0.0735, 0.0657], [-0.0230, 0.0370, 0.0480], [-0.0338, -0.0400, 0.0611], [0.0550, -0.0341, -0.1118], [0.0400, 0.0717, -0.1202], [-0.1039, -0.0820, 0.0831], [0.0090, 0.0185, -0.0867], [-0.0748, 0.0344, 0.0127], [0.0964, -0.0309, -0.0868], [-0.0216, -0.0286, -0.0458]]}